Computed, not measured: a 2-piece molecular cluster, C47H59N4O overall, with ωB97M-V with the def2-TZVPD basis set.

Last column: Mulliken charge in e.
Geometry (Å):
C 5.9036 1.1358 0.4943  -0.695
O 5.4053 -0.2148 0.6453  -0.495
C 4.0632 -0.4098 0.5254  0.971
C 3.1654 0.6208 0.1766  -0.103
C 1.8583 0.3248 -0.1627  -1.456
C 1.3705 -1.0022 -0.1074  0.756
C 0.0113 -1.2921 -0.4741  -1.377
N -0.3563 -2.5237 -1.0078  1.429
C 0.4617 -3.4805 -1.6990  -0.016
C 0.2774 -4.8527 -1.4319  0.652
C -0.8038 -5.4212 -0.5053  1.409
C -0.1664 -6.0234 0.7459  -1.358
C -1.6681 -6.4661 -1.2139  -1.687
C 1.1793 -5.7646 -1.9801  -0.414
C 2.2154 -5.3428 -2.8056  -1.677
C 2.3077 -4.0038 -3.1717  -0.310
C 1.4138 -3.0590 -2.6664  0.312
C 1.4532 -1.6559 -3.2911  1.261
C 0.7574 -1.6422 -4.6544  -1.639
C 2.8795 -1.1096 -3.3778  -1.736
N -1.7042 -2.6276 -1.0745  -1.524
N -2.1808 -1.4039 -0.7342  2.620
C -3.6156 -1.2122 -0.7905  -0.978
C -4.4392 -1.9250 0.1071  0.153
C -3.8285 -2.8254 1.1786  1.957
C -4.6954 -4.0358 1.5308  -1.867
C -3.4687 -2.0231 2.4220  -1.348
C -5.8227 -1.7668 0.0335  -0.370
C -6.4010 -0.9744 -0.9581  -1.460
C -5.5893 -0.3685 -1.9123  -0.226
C -4.2003 -0.5114 -1.8671  0.457
C -3.3764 0.0418 -3.0333  1.353
C -3.4058 1.5667 -3.0601  -1.394
C -3.8283 -0.5425 -4.3771  -1.573
C -1.1410 -0.5389 -0.3050  1.833
C -1.2925 0.7349 0.2314  -2.671
C 2.2640 -2.0206 0.3433  0.054
C 3.5681 -1.7329 0.6774  -1.060
H 6.9764 1.0503 0.6623  0.331
H 5.7084 1.5216 -0.5165  0.282
H 5.4575 1.8036 1.2449  0.241
H 3.5128 1.6538 0.1310  -0.417
H 1.1873 1.1165 -0.4940  0.947
H -1.4537 -4.5862 -0.2257  -0.618
H 0.4986 -5.3003 1.2332  0.305
H -0.9373 -6.3238 1.4641  0.411
H 0.4272 -6.9102 0.4835  0.339
H -2.1124 -6.0466 -2.1226  0.395
H -1.0743 -7.3475 -1.4890  0.322
H -2.4794 -6.7895 -0.5519  0.448
H 1.0602 -6.8207 -1.7291  0.356
H 2.9338 -6.0651 -3.1908  0.340
H 3.0781 -3.6850 -3.8765  0.326
H 0.8933 -0.9868 -2.6311  -0.100
H -0.2711 -2.0143 -4.5596  0.383
H 0.7188 -0.6205 -5.0529  0.411
H 1.2897 -2.2814 -5.3732  0.348
H 3.4015 -1.2296 -2.4210  0.290
H 3.4578 -1.6212 -4.1593  0.460
H 2.8582 -0.0379 -3.6155  0.398
H -2.9044 -3.2184 0.7354  -0.752
H -4.9549 -4.6056 0.6303  0.424
H -4.1431 -4.7017 2.2055  0.402
H -5.6210 -3.7325 2.0377  0.426
H -2.8342 -1.1692 2.1594  0.310
H -4.3818 -1.6422 2.9014  0.303
H -2.9318 -2.6561 3.1377  0.356
H -6.4653 -2.2737 0.7566  0.228
H -7.4835 -0.8332 -0.9837  0.377
H -6.0393 0.2054 -2.7272  0.336
H -2.3436 -0.2778 -2.8547  -0.481
H -3.0201 1.9598 -2.1124  0.290
H -2.7781 1.9443 -3.8759  0.434
H -4.4296 1.9384 -3.2066  0.315
H -3.7861 -1.6380 -4.3552  0.381
H -4.8575 -0.2441 -4.6186  0.328
H -3.1732 -0.1946 -5.1844  0.431
H -2.2863 1.1598 0.2504  0.308
H -0.4313 1.1745 0.7075  0.583
H 1.8937 -3.0434 0.4328  0.513
H 4.2462 -2.5119 1.0260  0.450
C 1.6034 7.5774 6.0586  -0.544
C 1.8404 6.5683 7.1899  -0.489
C 1.8211 5.1675 6.5685  -0.647
N 1.6035 5.3753 5.1365  0.125
C 1.5762 4.3695 4.2754  -0.273
C 1.3324 4.5440 2.8966  -0.455
C 1.7401 3.6573 1.9103  -0.201
C 1.9607 4.1274 0.5518  0.511
C 3.2152 4.0186 -0.1109  -0.110
C 3.3736 4.4732 -1.4190  -0.656
C 2.2910 5.0443 -2.1004  -0.464
C 1.0692 5.2267 -1.4363  -0.772
C 0.9153 4.7964 -0.1221  -0.339
C 1.4517 6.7772 4.7531  -0.587
H 0.7093 8.1796 6.2330  0.287
H 2.4527 8.2563 5.9630  0.287
H 2.8122 6.7394 7.6549  0.280
H 1.0760 6.6465 7.9643  0.292
H 2.7626 4.6267 6.7602  0.344
H 1.0002 4.5571 6.9730  0.329
H 1.8164 3.3691 4.6627  0.451
H 0.8829 5.4984 2.5817  0.396
H 2.0514 2.6482 2.1827  0.438
H 4.0702 3.6045 0.4324  0.493
H 4.3411 4.3764 -1.9182  0.405
H 2.3921 5.3364 -3.1471  0.421
H 0.2250 5.6969 -1.9427  0.405
H -0.0245 4.9303 0.4180  0.426
H 0.4621 6.9426 4.3005  0.355
H 2.2000 7.0980 4.0071  0.352

Net charge   +1
HOMO level   -7.68 eV
Strongest force on any atom   3.185 eV Å⁻¹
Calculated total energy   -2120.27361 hartree

Computed, not measured: C47H60GeO4Si3V as an isolated structure, with ωB97M-V with the def2-TZVPD basis set.

Last column: Mulliken charge in e.
Geometry (Å):
V 0.0345 -0.1701 0.2046  -2.753
C 3.2205 2.1301 3.3802  -1.625
C 3.0165 3.0199 2.1591  1.231
C 3.7892 4.3248 2.2628  -1.806
O 3.4238 2.3037 0.9977  -0.436
C 2.2972 2.1764 0.1304  0.653
C 1.1412 2.3180 1.1268  -2.377
O 1.6446 3.3279 1.9904  -0.500
C -0.2953 2.5955 0.5937  2.963
O -0.7485 1.3941 0.0405  -0.714
C -0.3268 3.7092 -0.4562  -0.001
C -1.0874 3.5328 -1.6059  0.034
C -1.1866 4.5380 -2.5568  -0.831
C -0.5082 5.7327 -2.3762  -0.623
C 0.2502 5.9192 -1.2278  -1.105
C 0.3305 4.9229 -0.2663  0.048
C -1.1802 3.0148 1.7899  -0.041
C -2.2059 3.9429 1.6384  -0.464
C -3.0226 4.2823 2.7086  -0.895
C -2.8313 3.6938 3.9481  -0.798
C -1.8225 2.7547 4.1053  -0.543
C -1.0066 2.4215 3.0373  -0.569
C 2.3358 0.8413 -0.6699  2.019
O 1.8178 -0.1954 0.1012  -0.745
C 3.7825 0.5098 -1.0865  0.240
C 4.6547 1.4729 -1.5811  0.203
C 5.9161 1.1132 -2.0280  -0.914
C 6.3209 -0.2141 -1.9938  -0.638
C 5.4569 -1.1766 -1.4947  -0.867
C 4.1960 -0.8155 -1.0419  -0.694
C 1.6587 1.0214 -2.0610  0.299
C 1.1598 -0.1171 -2.6870  0.056
C 0.6947 -0.0835 -3.9918  -0.459
C 0.7206 1.1000 -4.7103  -1.186
C 1.2350 2.2373 -4.1100  -0.698
C 1.7040 2.1985 -2.8061  -0.354
H 4.2747 1.8689 3.4714  0.428
H 2.6463 1.2104 3.2606  0.263
H 2.8889 2.6547 4.2763  0.357
H 4.8570 4.1143 2.3065  0.351
H 3.4803 4.8631 3.1591  0.385
H 3.5792 4.9383 1.3860  0.409
H 2.2927 3.0335 -0.5426  0.266
H 1.0795 1.3710 1.6750  1.086
H -1.6047 2.5936 -1.7466  0.355
H -1.7846 4.3718 -3.4446  0.423
H -0.5750 6.5158 -3.1220  0.374
H 0.7739 6.8559 -1.0767  0.424
H 0.8987 5.0823 0.6409  0.594
H -2.3731 4.4080 0.6757  0.452
H -3.8155 5.0079 2.5694  0.421
H -3.4596 3.9624 4.7888  0.394
H -1.6773 2.2614 5.0587  0.438
H -0.2351 1.6812 3.1895  0.355
H 4.3553 2.5129 -1.6161  0.225
H 6.5865 1.8741 -2.4100  0.419
H 7.3032 -0.4940 -2.3545  0.379
H 5.7590 -2.2165 -1.4591  0.457
H 3.5180 -1.5579 -0.6408  0.401
H 1.1812 -1.0555 -2.1553  -0.095
H 0.3254 -0.9907 -4.4490  0.270
H 0.3580 1.1298 -5.7305  0.402
H 1.2692 3.1726 -4.6552  0.464
H 2.1119 3.1126 -2.3977  0.321
C 1.5965 -4.4912 -0.5573  -1.172
Si 0.3832 -3.8336 -1.8800  1.063
C -0.4603 -5.3369 -2.7042  -1.227
C 1.5294 -3.2851 -3.3165  -1.294
Ge -1.0056 -2.3059 -0.5541  0.682
Si -1.6474 -4.0136 1.0689  1.170
C -3.3170 -3.6799 1.9377  -0.995
C -0.3196 -4.2107 2.4271  -1.132
C -1.9205 -5.7828 0.3812  -1.484
Si -3.0591 -2.0570 -1.7950  0.944
C -4.0240 -3.6603 -2.1633  -1.144
C -2.8152 -1.2350 -3.4986  -1.046
C -4.3279 -0.9302 -0.9276  -0.912
H 2.5579 -4.8047 -0.9713  0.424
H 1.1673 -5.3388 -0.0170  0.256
H 1.7800 -3.6996 0.1751  0.211
H 0.2961 -6.0113 -3.1135  0.377
H -1.1026 -5.0156 -3.5291  0.254
H -1.0769 -5.9029 -2.0061  0.325
H 2.0971 -4.1543 -3.6592  0.448
H 2.2487 -2.5140 -3.0339  0.246
H 0.9612 -2.9152 -4.1737  0.309
H -3.1658 -3.1093 2.8529  0.212
H -3.8219 -4.6138 2.1967  0.528
H -3.9882 -3.1019 1.2973  0.071
H 0.3122 -3.3194 2.4403  0.095
H 0.3196 -5.0773 2.2439  0.449
H -0.7632 -4.3210 3.4197  0.457
H -2.5242 -5.7565 -0.5302  0.293
H -2.4569 -6.3883 1.1159  0.483
H -0.9827 -6.2929 0.1500  0.340
H -3.4089 -4.3786 -2.7113  0.243
H -4.9118 -3.4439 -2.7630  0.363
H -4.3486 -4.1398 -1.2357  0.241
H -2.2798 -1.8976 -4.1844  0.239
H -2.2372 -0.3141 -3.4009  0.131
H -3.7759 -0.9824 -3.9558  0.427
H -4.6425 -1.3461 0.0333  0.263
H -5.2206 -0.8006 -1.5446  0.416
H -3.9016 0.0587 -0.7345  0.061
C -0.4042 -0.7834 1.7515  -0.124
C -1.2926 -0.7701 2.8730  1.805
C -2.6229 -0.3294 2.6693  0.446
C -3.5136 -0.2139 3.7154  -0.808
C -3.1180 -0.5280 5.0122  -0.601
C -1.8175 -0.9586 5.2371  -0.993
C -0.9183 -1.0811 4.1898  -0.159
H -2.9023 -0.0620 1.6575  0.053
H -4.5256 0.1277 3.5295  0.441
H -3.8143 -0.4363 5.8366  0.383
H -1.5014 -1.2026 6.2453  0.349
H 0.0939 -1.4184 4.3825  0.465

Net charge   -1
ΔE to the lowest compared entry with this formula, charge and spin   12.2 kcal/mol
HOMO level (spin up / spin down)   -4.15 / -4.06 eV
Strongest force on any atom   4.143 eV Å⁻¹
Calculated total energy   -6017.43818 hartree